1.
Density functional theory data (ωB97M-V/def2-TZVPD) for a structure of composition C51H68AlBrN7O3.

Results
Total energy ... -5409.701072 a.u.
Total charge ... -1

Cartesian coordinates (Å):
C  -6.3989  1.2719  3.1307
C  -5.9544  0.5883  4.4225
C  -5.2032  -0.7255  4.1887
C  -3.9180  -0.6263  3.3539
C  -2.8807  0.3830  3.8566
C  -1.8753  -0.1620  4.8823
C  -1.2262  -1.5145  4.5512
C  -0.7488  -1.6588  3.0935
C  0.7739  -1.8343  2.8998
C  1.2656  -0.8834  1.7984
C  1.3472  0.5740  2.3017
Al  0.8840  2.0203  0.9976
O  -0.8828  1.9727  0.7857
C  1.3793  3.8489  1.8037
C  0.7725  4.2360  3.1105
O  1.0012  5.2384  3.7467
O  -0.1197  3.3336  3.6190
C  1.9426  2.0003  -0.7566
C  1.7726  0.9074  -1.7970
C  2.4990  -0.3992  -1.4495
Br  -0.1225  0.5115  -2.2080
H  -6.8330  2.2473  3.3762
H  -5.5750  1.4431  2.4365
H  -7.1947  0.6919  2.6532
H  -6.8649  0.3381  4.9798
H  -5.3796  1.2714  5.0556
H  -5.8906  -1.3838  3.6386
H  -5.0138  -1.2251  5.1462
H  -3.4847  -1.6263  3.2699
H  -4.2028  -0.3435  2.3345
H  -3.3823  1.2444  4.3096
H  -2.3241  0.7843  3.0049
H  -2.3352  -0.2253  5.8779
H  -1.0755  0.5836  4.9753
H  -1.9353  -2.3172  4.7893
H  -0.3803  -1.6687  5.2302
H  -1.2576  -2.5141  2.6353
H  -1.0398  -0.7820  2.5115
H  1.3023  -1.5794  3.8274
H  1.0257  -2.8748  2.6610
H  2.2510  -1.2040  1.4460
H  0.5445  -0.9370  0.9725
H  2.3132  0.7423  2.8000
H  0.5892  0.6972  3.0922
H  -1.1800  2.4407  -0.0028
H  1.0501  4.6050  1.0769
H  2.4639  3.9588  1.9138
H  -0.0462  3.3895  4.5823
H  2.9967  1.9420  -0.4477
H  1.8076  2.9854  -1.2244
H  2.1574  1.2483  -2.7611
H  2.8677  -0.8401  -2.3830
H  3.3691  -0.1959  -0.8247
H  1.8400  -1.1416  -1.0050
N  -9.5481  0.4001  5.1248
C  -10.6357  -0.1735  4.6142
C  -11.6725  0.5385  4.0283
C  -11.5755  1.9193  3.9701
C  -10.4490  2.5288  4.4981
C  -9.4669  1.7268  5.0610
H  -10.6767  -1.2564  4.6764
H  -12.5316  0.0182  3.6267
H  -12.3627  2.5104  3.5195
H  -10.3282  3.6032  4.4744
H  -8.5666  2.1648  5.4786
N  3.3692  -3.6171  -1.3249
C  3.8301  -4.5081  -0.4536
C  3.9505  -5.8641  -0.7294
C  3.5707  -6.3156  -1.9830
C  3.0822  -5.3974  -2.8994
C  2.9975  -4.0654  -2.5201
H  4.1144  -4.1157  0.5173
H  4.3337  -6.5425  0.0210
H  3.6501  -7.3648  -2.2403
H  2.7671  -5.7038  -3.8881
H  2.6133  -3.3186  -3.2065
N  0.0782  -3.9010  -1.5225
C  -0.2732  -5.1835  -1.4723
C  -1.5816  -5.6271  -1.5883
C  -2.5821  -4.6835  -1.7688
C  -2.2307  -3.3459  -1.8256
C  -0.8905  -3.0023  -1.6978
H  0.5388  -5.8908  -1.3291
H  -1.8083  -6.6840  -1.5370
H  -3.6173  -4.9880  -1.8615
H  -2.9755  -2.5733  -1.9615
H  -0.5739  -1.9644  -1.7407
N  7.1663  -0.5619  -1.5060
C  6.3960  -1.3854  -2.2133
C  6.0030  -1.1348  -3.5207
C  6.4337  0.0346  -4.1248
C  7.2330  0.9046  -3.4007
C  7.5679  0.5599  -2.1003
H  6.0676  -2.2838  -1.7024
H  5.3690  -1.8368  -4.0456
H  6.1419  0.2727  -5.1402
H  7.5744  1.8359  -3.8318
H  8.1874  1.2175  -1.4998
N  6.4445  3.3573  -5.9018
C  7.2800  2.8023  -6.7777
C  7.7170  3.4377  -7.9307
C  7.2589  4.7207  -8.1874
C  6.3891  5.3108  -7.2853
C  6.0149  4.5890  -6.1605
H  7.6183  1.7983  -6.5415
H  8.4003  2.9413  -8.6069
H  7.5777  5.2511  -9.0761
H  6.0054  6.3093  -7.4452
H  5.3362  5.0157  -5.4303
N  11.6188  4.7511  -8.9787
C  10.7893  5.4214  -8.1813
C  10.7048  6.8059  -8.1500
C  11.5305  7.5360  -8.9889
C  12.4015  6.8525  -9.8225
C  12.4052  5.4662  -9.7799
H  10.1614  4.8159  -7.5383
H  10.0076  7.2934  -7.4821
H  11.4964  8.6179  -8.9930
H  13.0657  7.3799  -10.4937
H  13.0715  4.8979  -10.4198
N  -10.9950  -4.1190  5.2450
C  -10.2354  -4.2059  6.3344
C  -10.7025  -4.6618  7.5588
C  -12.0293  -5.0468  7.6574
C  -12.8321  -4.9604  6.5309
C  -12.2679  -4.4916  5.3539
H  -9.2039  -3.8923  6.2189
H  -10.0385  -4.7108  8.4108
H  -12.4315  -5.4070  8.5957
H  -13.8742  -5.2481  6.5606
H  -12.8644  -4.4101  4.4516


2.
Density functional theory data (ωB97M-V/def2-TZVPD) for a cluster of 9 separate species, C51H70ClN3O29P in total.

Results
Total energy ... -5132.726227 a.u.
Total charge ... +1

Cartesian coordinates (Å):
C  -6.7343  2.3586  0.6191
C  -5.8544  3.4772  1.3110
O  -6.2344  4.6280  1.2099
N  -4.7070  3.0391  2.0402
C  -3.8585  4.1829  2.4990
C  -2.4355  3.6959  3.0165
C  -1.3187  4.0588  1.9200
C  -1.0509  2.7686  1.0708
C  -0.3817  2.8488  -0.3845
C  0.5573  1.5831  -0.2850
C  0.0142  0.1361  -0.0954
C  -0.7326  -0.5561  -1.3386
O  -0.6121  -0.2524  1.1317
C  -2.0295  -0.2901  1.1937
C  -2.6580  -1.7180  1.3861
C  -3.2438  -2.5269  0.3208
C  -3.8296  -3.8519  0.4541
C  -3.8604  -4.4392  1.8037
C  -3.3286  -3.6432  2.9332
C  -2.7271  -2.3109  2.7464
C  0.2300  4.3149  -0.5778
P  1.9413  4.6469  -1.3470
O  2.0612  4.1481  -2.9459
Cl  3.3451  3.3776  -0.3748
C  -1.0368  5.1822  -1.1390
C  -2.1819  4.0641  -1.3081
C  -3.4824  4.2986  -2.1604
O  -3.7314  5.6803  -2.5053
N  -4.9747  5.6667  -3.1427
O  -5.4985  6.7078  -3.0562
N  -1.3087  2.8895  -1.6027
C  -0.7647  2.8884  -2.9675
C  0.1014  1.8292  -3.5301
C  0.6035  1.7983  -4.9052
C  0.2822  2.8564  -5.8583
C  -0.5220  3.9643  -5.3439
C  -1.0019  3.9588  -3.9802
H  -7.7332  2.3994  1.1306
H  -6.8539  2.6143  -0.4624
H  -6.2779  1.3327  0.7191
H  -4.1447  2.4426  1.4172
H  -4.4308  4.7451  3.2911
H  -3.7899  4.8998  1.6277
H  -2.4412  2.6023  3.2531
H  -2.1989  4.3148  3.9293
H  -1.7077  4.9606  1.3908
H  -0.3653  4.3729  2.4388
H  -0.4780  2.1159  1.7858
H  -2.0888  2.3460  0.8702
H  1.2942  1.6593  -1.1430
H  1.2466  1.7813  0.5923
H  0.9704  -0.4798  -0.0615
H  0.0855  -0.8778  -2.0554
H  -1.4249  0.1374  -1.8802
H  -1.1939  -1.5374  -1.0516
H  -2.5895  0.3218  0.4197
H  -2.3102  0.2361  2.1641
H  -3.2017  -2.0934  -0.7182
H  -4.2182  -4.3919  -0.4484
H  -4.2881  -5.4602  1.9160
H  -3.4124  -4.1274  3.9341
H  -2.3300  -1.7281  3.6169
H  0.4569  4.9391  0.3446
H  1.6550  4.8656  -3.4741
H  -1.4595  5.9311  -0.4217
H  -0.7676  5.8204  -2.0202
H  -2.6996  4.0999  -0.3053
H  -4.4019  3.9383  -1.6091
H  -3.4491  3.6515  -3.0878
H  -1.9513  2.1061  -1.3552
H  0.4565  0.9836  -2.9128
H  1.2491  0.9568  -5.2693
H  0.6705  2.7805  -6.8969
H  -0.7662  4.8057  -6.0445
H  -1.5881  4.8762  -3.7033
C  4.6156  -1.2311  1.8366
C  3.7625  -0.0292  1.5656
O  3.2861  -0.2752  0.2366
C  3.3413  -1.6162  0.0300
O  2.8608  -2.1741  -0.9167
O  4.0068  -2.2408  1.0279
H  4.6109  -1.5160  2.8827
H  5.6506  -1.0948  1.5100
H  2.9046  0.0367  2.2416
H  4.3267  0.9086  1.6162
C  1.6144  -5.3298  1.5066
C  1.1162  -3.9724  1.0971
O  -0.0728  -3.8267  1.8630
C  0.0391  -4.6380  2.9471
O  -0.7138  -4.6213  3.8704
O  1.1173  -5.4616  2.8376
H  2.7021  -5.3993  1.4880
H  1.1968  -6.1321  0.8924
H  1.8072  -3.1729  1.3659
H  0.9017  -3.9107  0.0307
C  -6.0158  2.1783  -4.9671
C  -7.3313  1.9031  -4.2983
O  -6.9571  1.0990  -3.1771
C  -5.6603  1.3741  -2.9020
O  -5.0801  1.0006  -1.9237
O  -5.0953  2.1313  -3.8756
H  -5.9916  3.1505  -5.4577
H  -5.7427  1.4087  -5.6931
H  -7.8140  2.8134  -3.9340
H  -8.0235  1.3704  -4.9454
C  5.4198  -6.4540  4.1326
C  6.3721  -5.8394  3.1477
O  5.6386  -4.7183  2.6580
C  4.7235  -4.3914  3.6062
O  4.0614  -3.3971  3.5863
O  4.6573  -5.3345  4.5774
H  5.9322  -6.9310  4.9671
H  4.7450  -7.1787  3.6693
H  7.2904  -5.4822  3.6197
H  6.6320  -6.5193  2.3369
C  -9.1527  -1.4976  -4.3166
C  -8.9500  -2.7433  -5.1331
O  -9.5329  -2.4007  -6.3871
C  -9.5135  -1.0462  -6.4881
O  -9.7723  -0.4408  -7.4775
O  -9.1563  -0.4680  -5.3046
H  -8.3550  -1.3378  -3.5916
H  -10.1128  -1.4893  -3.7949
H  -7.8930  -2.9762  -5.2869
H  -9.4438  -3.6119  -4.6994
C  5.6787  -4.9152  8.8943
C  5.5487  -3.4184  8.8720
O  6.6097  -3.0212  8.0074
C  6.8957  -4.0789  7.2054
O  7.6179  -4.0305  6.2578
O  6.2503  -5.2015  7.6208
H  4.7190  -5.4170  9.0114
H  6.3597  -5.2656  9.6740
H  4.6000  -3.0864  8.4427
H  5.6648  -2.9739  9.8597
C  5.5363  -2.0625  -3.0972
C  6.2469  -1.8986  -1.7844
O  7.5978  -1.6778  -2.1752
C  7.5747  -1.1881  -3.4478
O  8.5214  -0.7415  -4.0116
O  6.3277  -1.2745  -3.9846
H  4.5097  -1.7003  -3.0646
H  5.5361  -3.0977  -3.4471
H  5.8946  -1.0272  -1.2223
H  6.1659  -2.7829  -1.1528
C  8.1266  0.9930  0.1452
C  7.6029  2.3393  -0.2667
O  6.3954  2.4524  0.4872
C  6.5162  1.6395  1.5670
O  5.7525  1.6257  2.4884
O  7.6115  0.8465  1.4691
H  9.2146  0.9481  0.1436
H  7.7386  0.1835  -0.4764
H  8.2727  3.1548  0.0158
H  7.4025  2.4008  -1.3357


3.
Density functional theory data (ωB97M-V/def2-TZVPD) for a structure of composition C51H72BrN2OP2Ti.

Results
ΔE to the lowest compared entry with this formula, charge and spin ... 0.00 kJ/mol
Total charge ... +3

Cartesian coordinates (Å):
Ti  -0.1738  0.0235  -0.1077
C  0.8863  -1.7038  1.0882
C  1.6728  -1.5334  2.2420
C  0.7911  -0.9960  3.2844
C  -0.4584  -0.8582  2.7303
C  -0.5284  -1.4342  1.3828
C  -1.5529  -2.5925  1.2452
C  -1.6966  -3.3148  2.5949
C  -1.0788  -3.6331  0.2289
C  -2.9356  -2.0770  0.8328
C  1.0298  -0.8349  4.7736
C  1.2290  -2.2550  5.3391
C  2.1987  0.1165  5.0825
C  -0.1947  -0.2872  5.5210
C  3.1327  -1.9602  2.1664
C  3.8684  -2.3494  3.4538
C  3.2825  -3.1889  1.2423
C  3.9031  -0.7909  1.5188
H  1.1842  -2.4245  0.3443
H  -1.3314  -0.5358  3.2701
H  -0.7239  -3.5708  3.0052
H  -2.2535  -4.2368  2.4446
H  -2.2375  -2.7167  3.3217
H  -0.2819  -4.2417  0.6459
H  -0.7268  -3.1725  -0.6928
H  -1.9050  -4.2951  -0.0171
H  -3.2545  -1.2441  1.4593
H  -3.6637  -2.8744  0.9592
H  -2.9352  -1.7825  -0.2201
H  1.9221  -2.8530  4.7663
H  0.2732  -2.7732  5.3481
H  1.5847  -2.1940  6.3630
H  2.6782  -0.1638  6.0164
H  1.8264  1.1309  5.2124
H  2.9464  0.1381  4.2970
H  -1.0589  -0.9375  5.4123
H  -0.4543  0.7194  5.2102
H  0.0473  -0.2520  6.5804
H  3.5428  -3.3282  3.7950
H  3.7716  -1.6336  4.2569
H  4.9292  -2.4334  3.2230
H  2.5412  -3.9506  1.4711
H  4.2617  -3.6312  1.4061
H  3.2292  -2.9288  0.1903
H  4.0737  -0.0034  2.2486
H  3.3576  -0.3860  0.6544
H  4.8752  -1.1474  1.1834
C  2.6925  3.5036  -3.4380
C  2.5432  2.0637  -3.0991
C  3.2535  1.0991  -3.8203
C  3.0742  -0.2302  -3.5093
C  2.2049  -0.5664  -2.4811
Br  1.9176  -2.3957  -2.1618
N  1.5375  0.3223  -1.7345
C  1.7213  1.6147  -2.0710
H  2.7756  3.6271  -4.5156
H  3.6139  3.8971  -3.0053
H  1.8623  4.1040  -3.0763
H  3.9185  1.3850  -4.6209
H  3.5882  -1.0042  -4.0554
H  1.1639  2.3299  -1.4778
O  -2.1136  1.2045  1.0587
N  -2.2280  0.6835  -0.2305
C  -3.3841  0.7957  -0.7842
C  -3.8041  0.3102  -2.0588
C  -5.0923  0.7085  -2.4722
C  -5.5964  0.3352  -3.6974
C  -4.8193  -0.4455  -4.5448
C  -3.5650  -0.8727  -4.1370
C  -3.0382  -0.5251  -2.8985
P  -1.3708  -1.2349  -2.4909
C  -1.7652  -2.9927  -2.9087
C  -3.0381  -3.4728  -2.5782
C  -3.3771  -4.7939  -2.8037
C  -2.4522  -5.6721  -3.3485
C  -1.1917  -5.2082  -3.6824
C  -0.8413  -3.8887  -3.4490
C  -0.5938  -0.4869  -3.9887
C  -0.5482  0.9086  -3.9606
C  -0.0879  1.6232  -5.0497
C  0.3391  0.9482  -6.1839
C  0.2959  -0.4358  -6.2192
C  -0.1679  -1.1576  -5.1282
H  -2.9685  1.5818  1.3702
H  -4.1630  1.3307  -0.2273
H  -5.6892  1.3288  -1.8224
H  -6.5805  0.6517  -3.9974
H  -5.1901  -0.7291  -5.5191
H  -2.9858  -1.4983  -4.8018
H  -3.7796  -2.8120  -2.1520
H  -4.3682  -5.1437  -2.5551
H  -2.7052  -6.7075  -3.5138
H  -0.4662  -5.8761  -4.1216
H  0.1622  -3.5899  -3.6951
H  -0.9257  1.4311  -3.0843
H  -0.0792  2.7006  -5.0245
H  0.6813  1.4961  -7.0466
H  0.6048  -0.9628  -7.1077
H  -0.2199  -2.2329  -5.1980
C  3.0498  2.6248  1.9802
C  2.0516  3.4737  1.2016
C  2.7034  3.8962  -0.1104
P  0.3475  2.6339  1.1352
C  -0.6155  4.0582  0.2837
C  -1.8552  4.6049  0.9895
C  -0.9867  3.6944  -1.1612
C  0.0053  2.7509  3.0087
C  -1.4299  2.4902  3.4675
C  0.4989  4.0486  3.6621
H  3.9236  3.2242  2.2335
H  3.3879  1.7992  1.3565
H  2.6423  2.2291  2.9080
H  1.8436  4.3981  1.7483
H  3.1399  3.0455  -0.6288
H  3.5217  4.5752  0.1237
H  2.0246  4.4352  -0.7663
H  0.1042  4.8816  0.2610
H  -2.6741  3.8899  1.0161
H  -2.2036  5.4735  0.4310
H  -1.6414  4.9568  1.9937
H  -1.2416  2.6304  -1.2599
H  -0.1871  3.9321  -1.8602
H  -1.8518  4.2755  -1.4773
H  0.6076  1.9143  3.3916
H  -1.4422  2.5166  4.5562
H  -2.1245  3.2533  3.1376
H  -1.7806  1.5107  3.1605
H  0.1951  4.9330  3.1081
H  1.5759  4.0643  3.7979
H  0.0598  4.1275  4.6549


Question: What is the total charge in the third record?
Answer: +3